The following is a DFT calculation (ωB97M-V/def2-TZVPD) of a 3-piece molecular cluster, C5H14NO overall at a distorted geometry.

```
21
Properties=species:S:1:pos:R:3:forces:R:3
C -1.501983 0.625094 -0.997450 0.79 0.57 1.90
C -0.070928 0.542821 -1.355345 -0.39 -2.51 -3.43
C 0.580367 -0.724767 -1.229587 -1.65 -2.27 1.67
C 1.806634 -1.146231 -1.677071 -0.22 3.04 -0.59
C -0.163452 -1.848889 -0.443377 0.33 -0.76 -0.85
N -0.994316 1.523534 2.991580 -0.81 0.30 -0.03
H -2.205924 0.463037 -1.815377 0.33 0.32 -0.52
H -1.714409 1.575631 -0.491811 -0.19 0.22 -0.51
H 0.335211 1.176176 -2.156155 0.17 0.60 0.89
H 0.806923 0.677972 0.368176 0.57 0.14 0.72
H 2.416918 -0.359762 -2.136485 0.32 -0.64 -0.02
H 2.163026 -2.148215 -1.539253 0.08 -0.25 -0.13
H 0.298543 -2.826405 -0.646794 0.71 0.50 0.42
H -1.150334 -2.178397 -0.775208 -0.39 1.15 0.01
H -0.136602 -1.641091 0.617690 -0.15 -0.07 0.24
H -0.611667 0.976281 3.747510 0.31 -0.14 -0.28
H -1.065245 2.478476 3.313965 -0.03 0.03 -0.07
H -0.451064 1.492358 2.143375 0.42 -0.09 0.54
H -1.724154 -0.126517 -0.255041 -0.14 -0.21 0.14
H 2.137062 0.911343 1.114474 -0.06 0.11 0.07
O 1.245394 0.557551 1.222183 0.01 -0.04 -0.17
```
Positions in Å, forces in eV/Å.

Summary:
E_HOMO, eV: -12.31
Kohn-Sham gap, hartree: 0.1670
Net charge: +1